{
  "formula": "C29H36N6O2Pd",
  "method": "the ωB97M-V functional and the def2-TZVPD basis",
  "homo_ev": 0.10,
  "largest_force_ev_per_a": 4.826,
  "total_charge": -2,
  "de_lowest_kj_mol": 146.47,
  "total_energy_ha": -1733.44532,
  "species": ["O", "H", "H", "C", "N", "H", "H", "C", "C", "H", "H", "C", "H", "H", "H", "N", "C", "H", "C", "H", "H", "C", "H", "H", "H", "N", "H", "C", "H", "C", "C", "H", "C", "C", "C", "H", "N", "C", "C", "H", "H", "H", "C", "H", "Pd", "C", "C", "C", "H", "C", "H", "C", "C", "C", "C", "N", "C", "N", "H", "H", "H", "C", "C", "H", "H", "H", "C", "H", "H", "H", "H", "O", "H", "C"],
  "coordinates": [[-6.999002, 2.082080, -1.620881], [1.310154, 1.746631, -0.477248], [2.809289, 1.788469, 1.961717], [4.740377, -1.050497, -1.196728], [-1.588391, -3.335501, -0.079052], [-2.375010, -1.869649, -1.239566], [2.133219, -3.501960, -0.722685], [-2.885836, 4.733857, -2.063787], [0.315138, -1.844459, -1.462635], [-0.634877, -2.546111, 1.697479], [-1.145753, -1.359077, 0.493690], [-5.878237, 1.737475, -1.383841], [-5.166970, 0.503703, 0.084675], [1.991206, -1.838375, 2.297081], [-0.094485, -0.798211, -1.321728], [-0.567724, -2.674677, -2.226974], [3.061746, -2.153126, 2.015470], [1.135196, -4.159685, 0.748720], [4.510812, -1.686419, -0.009133], [1.066853, -3.929865, -2.795465], [3.502136, 3.381862, -1.431770], [2.235294, 1.785999, -0.941676], [3.612418, -0.588380, 3.370402], [4.074535, 0.426126, -2.575606], [5.112575, -2.525247, 0.279244], [1.731822, 0.224903, 1.418089], [1.295948, -1.666965, -1.937186], [3.018338, 0.492648, -0.696805], [-0.515655, -4.774027, -2.794935], [-1.858940, -2.802844, -1.366949], [3.472228, -1.305694, 0.840249], [3.564779, 2.916888, 0.296455], [0.093914, -4.050597, -2.304147], [-0.914973, -4.647270, -0.151612], [-0.639926, -2.411359, 0.608931], [-2.128807, 5.326703, -2.590503], [0.254319, -4.538143, -0.932307], [0.861202, 2.754500, 3.906011], [-4.267638, 5.030700, -2.245120], [2.043355, 1.871666, -2.077385], [5.449515, -1.481770, -1.944360], [2.172050, 3.836069, -0.336407], [-2.493502, 3.520746, -1.579545], [-0.742988, 3.714468, 5.135983], [-1.572601, 1.348285, 0.633916], [-3.416738, 2.439765, -1.230980], [3.902022, -1.637473, 3.260019], [2.757608, -0.134489, 0.510447], [3.618846, -2.128787, 4.188553], [1.218121, -3.665060, -0.256839], [-6.379675, -0.281232, -0.980078], [-4.798715, 2.781281, -1.407983], [2.954135, 3.087282, -0.573564], [0.829516, 1.921530, 2.799054], [1.810559, 1.381130, 1.983842], [0.623505, -2.310180, -0.115416], [-5.555682, 0.351501, -0.927769], [-0.532013, 1.630048, 2.547443], [-4.749602, -0.027636, -1.578340], [3.106188, -3.258933, 1.864251], [-0.746529, -4.899517, 0.863081], [-0.423524, 3.075824, 4.334683], [-1.266458, 2.199406, 3.536481], [-1.591823, -5.363463, -0.641450], [4.966811, -1.697645, 2.972215], [-4.620856, 6.053055, -2.428237], [3.943784, 0.025512, -1.571151], [1.854334, 3.146483, 4.171389], [-1.454943, 3.145326, -1.562348], [-6.198346, 4.415676, -1.857602], [-2.442023, -3.497405, -1.982805], [-3.031703, 1.288556, -0.853486], [-2.319466, 2.196992, 3.461491], [-5.154447, 4.078588, -1.806978]],
  "forces_ev_per_a": [[-2.817, 0.176, -0.756], [-1.898, -0.249, 0.871], [0.369, 1.037, 0.127], [0.603, -0.249, -1.821], [0.224, -0.557, 1.573], [0.071, 0.698, -0.361], [1.841, -0.577, -0.789], [0.146, -0.397, -1.353], [0.998, 2.719, 0.575], [0.651, -0.548, -0.316], [0.942, -1.465, 0.450], [2.086, 1.050, 1.060], [0.188, -0.577, -0.140], [1.339, -0.787, -0.781], [-0.001, -1.050, -0.305], [-0.780, -1.016, 0.025], [-0.918, 1.228, 1.876], [1.569, 0.873, -0.389], [-0.470, -0.319, 0.935], [-0.194, -0.138, 0.176], [0.942, 0.644, -0.493], [1.465, -0.351, -3.293], [0.264, -0.015, 0.015], [-0.141, 0.285, 0.269], [0.238, -0.542, 0.019], [0.073, 0.308, -1.435], [-0.249, -0.390, -0.347], [-1.666, 2.654, 0.560], [-0.680, -0.257, -0.901], [1.393, -1.178, -1.917], [-0.176, -0.421, -0.816], [0.466, 0.295, 0.235], [-1.351, 1.748, 1.867], [-2.084, 1.408, -1.820], [-2.044, 2.852, -1.022], [-0.124, 0.246, 0.650], [3.443, -1.138, -1.513], [2.015, 1.449, -0.099], [0.562, 0.346, 1.386], [0.013, -0.319, 1.529], [-0.411, 0.468, 0.822], [0.579, -0.175, -0.114], [0.399, -1.432, 0.021], [0.060, 0.079, 0.251], [0.411, -0.178, 1.045], [-0.455, 1.227, -0.134], [-0.506, -0.213, -1.426], [-0.268, -1.395, 1.935], [0.364, -0.306, 0.040], [-3.998, 0.196, 2.697], [-1.682, -0.919, 0.058], [-0.031, -0.986, -0.322], [-1.465, -0.431, 0.558], [-4.216, 0.161, 0.323], [1.545, -1.851, 0.053], [-0.010, -1.319, 0.758], [1.938, 1.009, -0.487], [-0.027, -0.413, 0.370], [-0.104, -0.008, 0.637], [0.240, 0.923, -0.037], [0.608, -0.755, 0.926], [-0.550, -2.135, -0.563], [2.677, 1.550, -0.932], [-0.014, -0.008, 0.246], [-0.289, -0.054, 0.697], [0.223, -0.436, -0.254], [1.228, -0.882, -0.774], [-0.648, 0.158, 0.512], [-0.349, 0.674, 0.075], [0.185, -0.802, 0.113], [-0.405, 0.015, 0.376], [0.359, 0.165, -0.420], [-0.929, -0.127, 0.071], [-0.767, 0.729, -0.653]],
  "mulliken_charge": [-0.68, -0.12, 0.39, -0.67, 0.03, 0.53, 0.48, -0.48, -0.76, 0.20, -0.40, 0.63, 0.20, 0.05, -0.01, 0.04, -0.61, 0.17, -0.38, 0.35, 0.50, -0.42, 0.24, 0.39, 0.43, 0.36, 0.25, 0.77, 0.33, -0.86, 0.43, 0.37, -0.50, -0.72, -0.05, 0.31, 0.04, -0.57, -0.61, 0.55, 0.25, 0.34, -0.34, 0.42, -0.29, 0.92, -1.23, -0.17, 0.42, -1.02, 0.48, 0.15, -1.72, -0.51, -0.16, 0.70, -1.00, 0.14, 0.13, 0.38, 0.40, -0.78, -0.56, 0.33, 0.32, 0.27, -0.40, 0.34, 0.20, 0.31, 0.36, -0.82, 0.40, -0.46]
}